[1]
# C25H34N4O6

C25H34N4O6 as an isolated structure in a non-equilibrium geometry (ωB97M-V with the def2-TZVPD basis set, the Open Molecules 2025 dataset).

Atoms and positions in Å:
C 3.89677 3.88063 1.67124
H 2.91738 4.32626 1.73215
H 4.48205 4.32244 1.03032
H 4.42929 3.67480 2.56785
C 3.81585 2.43372 0.79102
C 5.08910 1.83439 0.75767
H 4.93043 1.06692 0.18032
H 5.81684 2.27258 0.24358
H 5.56260 1.36599 1.74390
C 2.74166 1.67029 1.82302
H 3.20881 1.40030 3.04859
H 1.95953 2.14225 2.12053
C 2.43526 0.30686 1.07180
N 1.66997 0.45253 0.06736
C 2.36438 -0.05189 -1.19643
O 3.38832 -0.39589 -1.15531
C 1.51370 0.39711 -2.50787
C 0.30313 0.90723 -2.73478
N 0.04260 0.55169 -4.07553
C 1.17770 0.20561 -4.44767
N 2.16940 -0.19826 -3.57067
H 3.00459 -0.47311 -3.39580
H 1.35203 -0.10815 -5.45940
C -0.83032 1.47633 -1.77957
O -0.63643 1.28010 -0.66568
N -1.99075 1.53740 -2.64183
H -1.86645 1.37296 -3.74040
C -3.24129 1.65829 -1.86023
C -3.71648 0.58557 -1.37262
O -4.77168 0.44720 -0.74456
O -3.02792 -0.67915 -1.76411
C -3.27494 -1.95827 -1.41962
C -2.17822 -2.70584 -1.04443
C -0.86062 -2.03366 -0.86160
C 0.23591 -2.81576 -0.51739
C 0.00081 -4.33172 -0.33832
C -1.05112 -4.99988 -0.87574
C -2.33771 -3.87591 -0.97249
H -3.15766 -4.56094 -1.28334
H -1.15474 -5.88835 -0.62556
H 0.85123 -4.69602 -0.31035
H 1.12379 -2.19259 -0.02790
H -0.76604 -0.94187 -0.70959
H -3.90261 -2.25717 -2.22072
H -3.88128 -1.83403 -0.39708
C -4.31004 2.40751 -3.02484
H -3.90893 3.47407 -3.32175
H -4.43927 1.87734 -3.94239
H -5.14797 2.39479 -2.36174
H -2.93745 2.46013 -0.95846
H 0.80136 0.86777 -0.03476
C 1.42904 -0.43940 2.29744
O 1.73403 -1.07408 3.20827
O 0.08864 -0.10174 1.90901
C -1.04142 -0.51830 2.79337
C -1.01407 -2.01884 3.22807
H -1.66921 -2.44885 3.58634
H 0.07664 -2.33465 3.70559
H -0.91124 -2.69238 2.20818
C -2.42897 -0.01710 2.14197
H -2.09071 0.75809 1.63878
H -2.39071 -0.79629 1.24506
H -3.05673 -0.38163 2.70971
C -0.70988 0.29133 4.25485
H 0.11693 -0.02063 4.59962
H -0.84803 1.27844 3.91856
H -1.64273 -0.01139 4.75157
H 3.10804 -0.29948 1.26025
H 3.35582 2.77428 0.05458

Output
energy = -1642.6573 a.u.
HOMO energy = -7.952 eV
energy relative to the best compared isomer or geometry (same formula, charge and spin) = 615.9 kcal/mol
spin multiplicity = 1

These are the Löwdin partial charges, in e, on atoms 1 to 5:
1 C -0.02
2 H 0.07
3 H 0.00
4 H 0.06
5 C -0.29



[2]
# C3H3NO2S

One molecule with the formula C3H3NO2S in a non-equilibrium geometry (ωB97M-V with the def2-TZVPD basis set, the Open Molecules 2025 dataset).

Atoms and positions in Å:
C -1.71239 0.41079 -0.51145
C -2.45122 -1.52166 0.82902
C 0.77197 -0.32290 0.41805
N -2.27988 -0.71129 -0.02829
O -2.74433 -2.40998 1.52145
O 2.09195 -0.18045 0.67177
S -0.03342 0.65574 -0.66370
H -2.25330 0.87679 -1.31897
H 0.34933 -1.24997 0.76939
H 2.39480 0.68726 0.37258

Output
energy = -719.4042 a.u.
HOMO energy (alpha / beta) = -6.238 / -10.401 eV
energy relative to the best compared isomer or geometry (same formula, charge and spin) = 15.3 kcal/mol
spin multiplicity = 3

These are the Löwdin partial charges, in e, on atoms 1 to 5:
1 C -0.46
2 C -0.31
3 C -0.58
4 N 0.07
5 O 0.17



[3]
# C23H29N2O4S

A 3-piece molecular cluster, C23H29N2O4S overall (ωB97M-V with the def2-TZVPD basis set, the Open Molecules 2025 dataset).

Atoms and positions in Å:
C 5.51297 -3.49924 -0.00970
C 5.16474 -2.87930 1.32240
O 5.57284 -1.48388 1.36538
C 4.57872 -0.56554 1.34989
O 3.97660 -0.23203 2.34472
C 4.23668 0.02248 -0.00347
C 2.76860 -0.28299 -0.34757
C 1.86772 0.84393 0.18958
C 0.45490 0.40493 0.36825
C -0.51669 0.50933 -0.60063
C -1.77905 0.05025 -0.31904
N -2.03698 -0.49012 0.87055
C -3.35427 -1.02585 1.19287
S -3.74148 -2.31740 -0.00327
O -4.17892 -1.66398 -1.20081
O -2.63802 -3.22573 -0.00686
N -1.14044 -0.62401 1.83304
C 0.06259 -0.18648 1.58854
H 4.84477 -3.15212 -0.79861
H 6.53349 -3.23520 -0.28173
H 5.44222 -4.58433 0.05326
H 5.68655 -3.36563 2.14231
H 4.09418 -2.93922 1.52852
H 4.35961 1.10503 0.08519
H 4.92187 -0.30992 -0.77845
H 2.65894 -0.35620 -1.42889
H 2.46641 -1.23243 0.09893
H 2.25378 1.16329 1.15870
H 1.91182 1.70259 -0.48203
H -0.30884 0.94452 -1.56748
H -2.59375 0.09925 -1.02758
H -3.31021 -1.46214 2.18745
H -4.11457 -0.24770 1.15793
H -4.80370 -2.89370 0.60219
H 0.77721 -0.29973 2.39459
C 3.76122 4.93840 -0.04406
C 4.32868 5.96069 -0.79166
C 5.64984 6.32478 -0.57352
C 6.40297 5.66696 0.38923
C 5.83618 4.64437 1.13650
C 4.51400 4.28208 0.92048
H 2.72714 4.66003 -0.21018
H 3.74191 6.47590 -1.54082
H 6.09239 7.12439 -1.15252
H 7.43247 5.95302 0.55867
H 6.42297 4.13257 1.88798
H 4.07078 3.48564 1.50765
C -9.44782 -3.06170 -0.38545
C -10.26232 -2.37622 -1.27516
C -9.69861 -1.64182 -2.30962
C -8.31991 -1.59162 -2.45694
C -7.50223 -2.27608 -1.56875
C -8.06895 -3.01002 -0.53386
H -9.88728 -3.63896 0.41727
H -11.33773 -2.41808 -1.16518
H -10.33576 -1.10967 -3.00347
H -7.88280 -1.02252 -3.26714
H -6.42876 -2.23534 -1.67626
H -7.43870 -3.55754 0.15864

Output
energy = -1702.1565 a.u.
total charge = +1
HOMO energy = -11.251 eV
spin multiplicity = 1

These are the Löwdin partial charges, in e, on atoms 1 to 5:
1 C -0.06
2 C -0.20
3 O -0.02
4 C -0.48
5 O 0.12



[4]
# C54H146N14O4

A 15-piece molecular cluster, C54H146N14O4 overall in a non-equilibrium geometry (ωB97M-V with the def2-TZVPD basis set, the Open Molecules 2025 dataset).

Atoms and positions in Å:
N -1.90606 -2.39398 4.08507
H -1.23332 -2.98489 4.56256
H -2.81601 -2.93207 3.98571
H -1.53511 -2.21824 3.12807
H -2.05850 -1.50024 4.64537
N 4.79418 -2.43245 0.31566
H 4.43067 -2.98000 1.09059
H 4.09707 -1.68949 0.07653
H 5.04515 -3.05022 -0.44961
H 5.70622 -1.97479 0.74600
N 0.80151 -2.30631 -4.68641
H 1.29457 -1.64797 -5.28790
H -0.16296 -2.41374 -5.01315
H 0.78979 -1.91563 -3.71322
H 1.25451 -3.21894 -4.66691
N 0.11923 -4.76865 0.30999
H 0.74062 -4.55370 -0.46453
H -0.52381 -5.52912 0.07619
H -0.41059 -3.90934 0.60500
H 0.68761 -5.07910 1.09719
N 3.62325 0.22924 -3.57708
H 2.83236 0.16531 -2.90398
H 3.27739 0.02592 -4.50956
H 4.27396 -0.47928 -3.24785
H 4.11327 1.17751 -3.54037
N 2.33430 -1.59521 4.48790
H 1.61285 -1.02069 3.96260
H 2.90069 -2.10097 3.81366
H 1.79563 -2.32072 4.96549
H 2.84956 -1.01033 5.14579
C -0.09221 -1.58848 -0.52599
C 0.99112 -0.89588 -1.09499
C 2.10708 -0.41246 -0.19207
O 3.28942 -0.24873 -0.63460
C 1.89768 -0.44717 1.19474
C 0.66943 -0.84397 1.79569
C -0.28743 -1.68959 0.87352
O -1.07444 -2.54648 1.38214
O 0.35263 -0.51243 2.95940
O 1.01729 -0.69210 -2.34498
H -0.88281 -1.93361 -1.18117
H 2.67482 -0.03493 1.82982
C 7.90368 -1.57660 -1.14266
C 8.17214 -1.94845 0.31314
N 7.16927 -1.39540 1.25749
C 7.53720 -1.81682 2.62222
C 7.52953 -3.33287 2.80850
C 7.07646 0.06147 1.13161
C 5.99178 0.66106 2.03721
H 8.33289 -2.32130 -1.81494
H 8.33518 -0.62278 -1.43478
H 6.83598 -1.55755 -1.39444
H 8.16441 -3.03429 0.37944
H 9.16855 -1.58532 0.58277
H 6.78036 -1.43725 3.31043
H 8.50408 -1.41603 2.94050
H 8.43500 -3.82105 2.45497
H 6.63363 -3.80571 2.38925
H 7.48764 -3.57358 3.87317
H 8.00434 0.57758 1.40890
H 6.84649 0.32568 0.09997
H 6.31243 0.60016 3.07596
H 5.77102 1.70161 1.81390
H 5.06040 0.09252 1.91250
C -1.73813 -1.80956 7.81117
C -1.54449 -0.52089 7.02067
N -2.48392 -0.37338 5.89923
C -2.19980 0.86163 5.15890
C -2.88338 0.91528 3.79429
C -3.90406 -0.44439 6.30160
C -4.41709 0.66360 7.21820
H -0.81133 -2.09395 8.30596
H -1.98212 -2.61904 7.11407
H -2.55124 -1.72802 8.52748
H -1.52982 0.37476 7.65357
H -0.54243 -0.50317 6.56484
H -2.52615 1.75273 5.70447
H -1.12859 0.96567 4.96901
H -3.96490 0.77530 3.82203
H -2.73688 1.88191 3.31071
H -2.49319 0.16471 3.09791
H -4.01647 -1.40478 6.81100
H -4.51760 -0.52199 5.40302
H -3.83025 0.68430 8.13514
H -5.46657 0.48947 7.45024
H -4.39869 1.63566 6.72553
C 0.91985 3.22603 0.45358
C 0.11478 2.92789 1.71631
N -0.03944 4.15268 2.49136
C -0.26574 3.98056 3.92478
C 0.98687 3.42135 4.59189
C -1.06659 4.98529 1.85707
C -1.23604 6.36532 2.46785
H 1.92134 3.61183 0.65467
H 0.43110 4.00367 -0.13277
H 1.07957 2.36927 -0.21263
H -0.86446 2.46585 1.50225
H 0.65645 2.14505 2.25549
H -0.56926 4.94258 4.32340
H -1.12228 3.30393 4.09638
H 0.89149 3.41365 5.68014
H 1.13621 2.38478 4.28206
H 1.84024 4.05358 4.35417
H -2.03375 4.44998 1.88711
H -0.83521 5.19760 0.81418
H -0.30524 6.93172 2.41360
H -1.59705 6.40078 3.49506
H -1.98099 6.91093 1.88534
C 4.59111 3.65958 -5.14895
C 4.94000 3.69414 -3.67250
N 5.36986 2.39212 -3.12037
C 6.48293 1.82997 -3.89670
C 7.05373 0.52436 -3.35877
C 5.73201 2.56826 -1.70955
C 4.55338 3.00994 -0.85924
H 3.83460 2.89636 -5.38335
H 5.45004 3.37181 -5.75105
H 4.15036 4.59210 -5.49115
H 5.73074 4.44122 -3.50841
H 4.09743 4.06997 -3.09096
H 6.16502 1.64761 -4.92495
H 7.29263 2.56564 -4.00541
H 7.71438 0.08967 -4.10695
H 7.61005 0.67555 -2.43590
H 6.29163 -0.22458 -3.11792
H 6.58453 3.25191 -1.61645
H 6.03801 1.61395 -1.27567
H 4.38477 4.08293 -0.80254
H 4.64433 2.59654 0.14814
H 3.61147 2.54403 -1.17217
C -2.56027 3.12737 -5.83708
C -1.31838 3.98537 -6.05584
N -0.05248 3.40211 -5.60859
C -0.03301 3.26100 -4.15227
C 1.09556 2.35063 -3.70052
C 1.06254 4.23303 -6.07618
C 1.41558 4.01310 -7.53516
H -2.50732 2.11258 -6.24829
H -3.36712 3.54627 -6.44006
H -2.77328 3.04905 -4.77626
H -1.24225 4.24075 -7.11112
H -1.48561 4.93419 -5.51620
H -0.99118 2.85365 -3.83384
H 0.02934 4.24615 -3.65877
H 0.90792 2.03113 -2.66542
H 2.09589 2.78771 -3.67077
H 1.08124 1.41259 -4.26630
H 0.81231 5.29635 -5.93899
H 1.93137 3.99575 -5.46382
H 1.65494 2.96749 -7.74670
H 0.61453 4.28685 -8.21992
H 2.29598 4.60305 -7.79535
C -4.63935 4.01510 -2.98144
C -4.10159 3.13219 -1.85714
N -3.07816 2.19583 -2.30283
C -2.15003 1.80877 -1.26168
C -2.72984 0.85315 -0.20025
C -3.57951 1.11079 -3.13233
C -2.45705 0.25853 -3.69420
H -5.31969 4.76526 -2.57133
H -5.24737 3.41374 -3.65755
H -3.85924 4.58128 -3.48356
H -3.63939 3.81204 -1.13424
H -4.93571 2.65930 -1.31709
H -1.26163 1.36126 -1.72740
H -1.70636 2.71460 -0.83858
H -2.19180 0.95282 0.74345
H -3.76722 1.12068 0.01021
H -2.73254 -0.15035 -0.63139
H -4.08474 1.54065 -3.99775
H -4.32541 0.49081 -2.60803
H -2.86177 -0.53796 -4.32994
H -1.87711 -0.27762 -2.93388
H -1.78754 0.83083 -4.33760
C -4.78126 -5.17974 1.53458
C -3.81827 -4.39561 2.42179
N -4.36161 -3.79141 3.65015
C -5.51903 -2.91403 3.41798
C -5.19423 -1.67181 2.60319
C -4.74796 -4.80471 4.64462
C -3.57037 -5.60349 5.18865
H -4.22344 -5.58955 0.69451
H -5.61153 -4.55234 1.21327
H -5.28305 -5.99854 2.05436
H -2.91422 -4.95301 2.68128
H -3.46227 -3.54675 1.82235
H -6.37559 -3.44442 2.98683
H -5.87254 -2.59434 4.39981
H -5.06771 -1.89038 1.54166
H -6.00484 -0.95059 2.70012
H -4.28399 -1.19816 2.97817
H -5.48747 -5.49926 4.23162
H -5.21056 -4.32750 5.50790
H -2.85434 -4.92301 5.67265
H -3.03647 -6.19920 4.44849
H -3.85379 -6.25693 6.01339
C -6.50227 -1.42876 -4.12184
C -5.37027 -1.55844 -3.11932
N -5.18306 -2.92963 -2.64236
C -4.78198 -3.86090 -3.68753
C -4.68720 -5.28631 -3.19476
C -4.47016 -3.01324 -1.39261
C -2.94344 -2.81165 -1.55601
H -6.28167 -1.90392 -5.07919
H -6.72811 -0.38142 -4.31843
H -7.40578 -1.91316 -3.75167
H -4.42964 -1.11305 -3.48201
H -5.69234 -0.99569 -2.23746
H -5.54387 -3.82111 -4.46577
H -3.87110 -3.49497 -4.19838
H -5.56075 -5.61116 -2.63051
H -4.59130 -5.98182 -4.03160
H -3.80602 -5.49580 -2.57724
H -4.64727 -3.97924 -0.92167
H -4.84705 -2.25183 -0.70806
H -2.50650 -3.72920 -1.97635
H -2.46013 -2.73958 -0.57295
H -2.64969 -1.98655 -2.20449

Output
energy = -3211.2620 a.u.
total charge = +4
HOMO energy = -14.637 eV
energy relative to the best compared isomer or geometry (same formula, charge and spin) = 0.0 kcal/mol
spin multiplicity = 1

These are the Löwdin partial charges, in e, on atoms 1 to 5:
1 N 0.26
2 H 0.11
3 H 0.08
4 H 0.06
5 H 0.08



Question: Which value of spin multiplicity does entry 1 give?
Answer: 1